Here is 11 unconnected molecules or ions with the total composition C69H112N14O13 at a distorted geometry from the Open Molecules 2025 dataset. Energies are from wB97M-V/def2-TZVPD.

The geometry in XYZ format:
```
208
Properties=species:S:1:pos:R:3:forces:R:3
O 2.086 -6.272 5.499 0.0181 -0.9569 -0.0175
C 3.270 -6.052 5.429 0.9184 0.9365 1.1703
C 4.367 -6.876 6.123 0.1612 -0.3728 -0.1072
C 4.038 -8.114 6.807 1.1948 0.7426 -0.2252
C 5.044 -8.845 7.459 -1.1385 1.6535 -0.3375
C 6.296 -8.251 7.559 -1.3771 -3.5063 0.8882
C 6.584 -7.108 6.955 2.1135 2.6369 -1.3594
C 5.726 -6.364 6.131 -1.9961 -0.8887 0.1562
C 6.169 -5.129 5.279 0.3495 -2.2943 1.8196
O 7.350 -4.872 5.194 -0.7034 0.2467 -0.2639
C 5.068 -4.369 4.687 -2.1343 -1.5571 0.4624
C 5.316 -3.250 4.006 0.4893 2.6249 -1.4533
C 4.284 -2.419 3.553 0.6033 1.2685 -0.0036
C 2.955 -2.681 3.768 -0.2346 -0.7460 0.1590
C 2.651 -3.870 4.365 1.3228 -1.6081 1.5838
C 3.707 -4.727 4.834 -1.0725 -0.1649 -0.4834
H 3.043 -8.524 6.893 -0.2914 0.4524 -0.5273
H 4.814 -9.747 8.008 -0.0421 -0.1474 -0.1974
H 7.012 -8.881 8.066 0.5549 0.5740 0.2186
H 7.614 -6.835 7.131 0.1410 0.7599 -0.5226
H 6.356 -3.000 3.860 0.0538 0.3647 -0.0943
H 4.487 -1.428 3.175 0.5503 -0.0450 -0.4150
H 2.094 -2.072 3.533 0.4199 0.6155 -0.3475
H 1.626 -4.065 4.641 0.0264 -0.5510 -0.1889
O -3.608 0.036 -5.926 1.6839 -2.7584 1.8339
C -3.878 0.875 -6.702 -1.7814 2.6290 -0.9149
C -5.054 1.783 -6.332 -0.9796 1.1586 -1.1025
C -5.888 1.451 -5.243 -0.7365 1.2412 -0.4341
C -7.133 2.151 -4.988 2.9980 -2.3975 -0.0413
C -7.478 3.218 -5.761 0.3800 0.7373 0.3608
C -6.614 3.647 -6.760 1.6593 -1.0480 -1.8457
C -5.428 2.907 -7.156 -1.0461 -0.1362 1.0333
C -4.633 3.255 -8.442 -1.2494 0.9959 1.0941
O -4.826 4.326 -9.037 0.7562 -2.6754 0.8959
C -3.652 2.162 -8.851 0.5465 -0.2169 0.3453
C -3.090 2.246 -10.119 -1.5003 1.7871 1.0737
C -2.132 1.402 -10.520 0.6334 -0.2905 -2.3383
C -1.804 0.286 -9.815 1.0919 -0.6265 -0.0857
C -2.328 0.133 -8.575 -1.2541 -0.2947 1.8312
C -3.212 1.068 -8.022 -1.1559 1.5161 -1.1687
H -5.554 0.682 -4.561 -0.1587 -0.2611 -0.1207
H -7.709 1.732 -4.176 -0.3084 0.4106 0.0463
H -8.340 3.778 -5.429 -0.2194 0.2028 -0.5859
H -6.868 4.458 -7.427 -0.0923 0.2926 0.1944
H -3.417 3.023 -10.794 -0.0361 0.2359 0.1394
H -1.784 1.621 -11.519 0.5330 -0.4861 -0.1011
H -1.132 -0.470 -10.195 0.0629 0.0497 -0.1752
H -2.200 -0.781 -8.013 0.2950 -0.0702 0.1691
C -3.325 0.723 -1.543 1.0793 -0.1146 -0.0083
C -1.854 0.125 -1.604 -0.5242 1.1204 -0.8305
C -1.777 -0.871 -2.778 -0.0685 0.0876 1.0711
C -0.894 1.257 -2.049 -1.0847 1.6712 -0.4808
C -0.539 2.324 -1.014 -0.6530 -0.6827 -0.7720
C 0.178 1.580 0.049 -1.4164 -0.2599 0.5501
C -0.822 0.467 0.708 2.7879 1.2529 1.3456
C 0.199 -0.298 1.655 -0.6732 0.1676 -0.4051
C -1.877 1.121 1.720 0.1810 -1.1603 -2.1617
N -1.306 -0.454 -0.365 1.2582 1.2769 0.2827
O -2.013 -1.552 0.187 -0.0831 0.8446 -0.4046
H -3.678 0.931 -2.553 0.1748 -0.0826 -0.1477
H -4.080 0.080 -1.090 0.2079 -0.0740 0.2942
H -3.277 1.692 -1.046 -0.2805 -0.1218 0.2435
H -1.956 -0.430 -3.759 -0.7342 0.2664 0.2533
H -0.739 -1.190 -2.864 -0.0275 -0.7764 0.4218
H -2.517 -1.629 -2.520 0.3778 -0.5867 -0.7130
H -0.028 0.867 -2.583 0.2770 -0.1416 0.3711
H -1.440 1.854 -2.779 -0.2782 -0.4615 -0.6062
H -0.014 3.174 -1.450 0.5636 -0.2571 -0.2303
H -1.446 2.813 -0.659 -0.2371 -0.2366 0.2807
H 0.530 2.347 0.738 0.1026 -0.6573 0.8408
H 1.022 1.082 -0.430 0.1289 -0.2246 0.3412
H 0.746 0.384 2.307 -0.4538 0.4555 0.0962
H 1.022 -0.777 1.124 -0.3637 -0.4277 -0.3815
H -0.342 -0.985 2.304 0.1587 -0.2996 -0.0783
H -2.673 1.603 1.152 -0.0838 0.0944 0.0985
H -1.463 1.845 2.422 0.2815 -0.3260 -0.0638
H -2.296 0.232 2.190 -0.2465 0.3708 0.5575
H -1.472 -2.310 -0.044 0.1966 -0.2509 0.0169
C -3.910 5.796 2.973 0.4470 0.5787 1.5439
C -2.923 6.430 4.057 1.3958 -0.5308 -0.5427
C -1.913 7.512 3.357 -1.8860 -0.3359 -0.4040
C -3.550 7.061 5.374 -0.8347 -0.2543 -0.8402
C -4.113 6.094 6.414 -0.2712 0.9614 -2.1200
C -3.010 5.172 6.747 -0.2745 -1.4866 0.5384
C -2.315 4.361 5.541 0.1077 0.4778 -0.5561
C -0.991 3.761 6.014 -0.2400 0.8953 0.5543
C -3.188 3.234 4.980 -1.2773 0.4495 -0.1825
N -1.969 5.357 4.466 -0.1147 1.1064 1.0302
O -1.281 4.885 3.270 -0.7004 -0.5073 1.4320
H -3.306 5.213 2.277 0.1355 1.0177 -0.6650
H -4.515 4.961 3.327 -0.3864 0.5368 0.7598
H -4.557 6.604 2.632 0.1016 -0.3373 -0.7656
H -2.390 8.492 3.329 0.1376 0.2525 0.6897
H -0.901 7.535 3.761 -0.3596 0.0787 0.6144
H -1.770 7.380 2.285 -0.1722 -0.7918 -0.1060
H -2.817 7.649 5.926 0.3419 0.1262 -0.4424
H -4.410 7.704 5.184 0.3307 0.4816 -0.8497
H -4.466 6.724 7.231 0.3220 -0.2595 0.4339
H -5.019 5.588 6.079 0.0291 -0.1929 -0.3876
H -3.573 4.503 7.398 0.9437 -1.0332 0.2524
H -2.379 5.776 7.398 0.9353 -0.4951 -0.3266
H -0.500 3.114 5.287 -0.3453 -0.2196 0.0886
H -1.209 3.288 6.971 0.3659 -0.4692 -0.1070
H -0.314 4.594 6.202 0.1261 0.0066 0.1507
H -4.167 3.625 4.705 0.0051 0.2402 -0.2211
H -3.506 2.420 5.632 0.8273 -0.1179 0.4007
H -2.743 2.849 4.062 0.0858 -0.1335 0.1523
H -0.434 5.312 3.416 0.2371 -0.1128 -0.2034
C 5.398 1.243 -1.216 -0.9284 1.0640 -0.9456
C 5.012 2.646 -0.621 -0.0867 0.1385 -1.2827
C 4.843 3.707 -1.738 1.1209 0.9061 -0.6599
C 3.642 2.615 0.046 -0.5641 -0.5848 -1.4183
C 3.573 1.809 1.284 0.9287 0.1217 1.4646
C 4.601 2.405 2.229 1.6134 -0.0903 0.1975
C 6.103 2.495 1.648 -1.1452 1.8619 -1.1944
C 6.904 3.404 2.604 -0.5288 -0.3525 0.3684
C 6.838 1.176 1.550 -0.6602 -1.1192 0.6008
N 5.965 3.184 0.318 -0.1548 0.6471 1.8785
O 7.195 3.583 -0.253 -0.5147 -0.1748 0.1120
H 4.925 0.426 -0.672 0.3831 -0.0689 -0.0477
H 4.982 1.282 -2.223 -0.4083 -0.3987 -0.0965
H 6.451 1.088 -1.453 0.1724 0.0357 0.7008
H 3.878 3.903 -2.205 -0.4132 -0.9998 0.1738
H 5.080 4.709 -1.382 0.1925 -0.0997 0.5643
H 5.560 3.587 -2.550 0.0307 -0.3037 -0.0887
H 3.278 3.641 0.112 0.3168 0.2380 0.8965
H 2.884 2.237 -0.640 0.2962 -0.4070 -0.5989
H 2.551 1.866 1.659 0.1486 -0.2356 0.4267
H 3.902 0.771 1.240 -0.5782 -0.3178 -0.8986
H 4.809 1.809 3.117 -0.7026 -0.0273 0.3775
H 4.233 3.393 2.504 0.5359 0.1672 0.1859
H 7.100 2.799 3.489 0.4052 -0.0531 0.0620
H 6.318 4.232 3.002 -0.0757 0.1932 -0.4805
H 7.836 3.780 2.183 -0.1084 -0.1668 -0.0307
H 6.818 0.729 2.544 0.4661 0.0627 0.2556
H 7.875 1.266 1.227 0.0023 0.1205 0.0426
H 6.350 0.397 0.964 -0.0178 0.3175 -0.3753
H 7.742 2.799 -0.329 0.2862 -0.4823 -0.2040
C -1.580 -5.048 0.004 -0.2215 0.1383 -0.0086
C -0.464 -5.368 0.996 1.5996 -0.6769 -0.5137
C 0.502 -4.117 1.081 -0.2516 -1.0751 -0.4131
C -1.012 -5.645 2.421 -0.5430 -0.2737 -0.4525
C -1.662 -7.000 2.689 0.3473 0.0267 -1.2644
C -0.646 -8.054 2.350 1.6108 0.3874 0.1531
C 0.004 -7.956 0.907 -2.8518 0.7110 -0.5422
C 1.152 -8.955 0.728 0.3693 0.7912 -0.0573
C -1.198 -8.351 -0.023 0.1933 -0.7745 0.3632
N 0.417 -6.546 0.601 0.1638 0.1658 1.3538
O 0.927 -6.429 -0.766 -0.8072 -0.2408 1.2536
H -2.049 -4.128 0.352 -0.3856 -0.1309 0.0623
H -1.265 -4.851 -1.021 0.5420 -0.0760 0.0252
H -2.347 -5.818 -0.085 -0.0287 0.0063 0.3254
H 1.436 -4.307 1.610 -0.3921 -0.3190 0.7529
H 0.933 -3.891 0.106 -0.6652 0.3243 -0.4079
H -0.046 -3.285 1.523 0.1886 0.1833 -0.1103
H -0.160 -5.578 3.097 -0.1495 0.4394 0.2733
H -1.831 -4.954 2.621 0.5564 0.7899 0.1803
H -1.952 -7.064 3.737 -0.0199 -0.0252 -0.0364
H -2.544 -7.169 2.070 -0.2811 0.3550 0.1490
H -1.075 -9.036 2.553 0.3597 -0.2679 -0.3788
H 0.154 -7.856 3.064 0.3698 -0.4962 0.2128
H 0.899 -9.882 1.243 0.0620 -0.0833 -0.3173
H 2.109 -8.598 1.106 -0.1316 0.2478 0.7034
H 1.413 -9.097 -0.320 -0.6060 -0.4187 -0.1782
H -1.180 -7.882 -1.007 0.2915 -0.3491 -0.0487
H -2.186 -8.179 0.404 0.1423 0.6297 0.1622
H -1.211 -9.440 -0.044 0.2107 -0.1798 -0.7394
H 1.829 -6.683 -0.558 0.3213 0.1771 -0.4688
N -0.588 6.169 -2.484 2.9838 1.2102 -2.6513
C -1.713 5.911 -1.895 -2.1611 -1.6472 -2.4082
N -1.548 5.669 -0.642 -0.0789 -0.4456 4.5075
O -2.764 5.696 -2.480 -1.1253 0.7931 -0.4827
H -0.598 6.378 -3.472 0.4137 0.0957 0.2932
H 0.294 5.982 -2.028 -0.0497 0.5403 -0.5450
H -0.589 5.501 -0.375 -0.7127 -0.0803 0.9838
H -2.386 5.350 -0.178 0.6427 -0.2110 0.4795
N -4.338 -1.956 1.748 1.6078 2.3959 3.5885
C -5.002 -2.804 1.006 -0.0011 1.0620 1.4676
N -4.429 -2.819 -0.162 -0.0982 -1.6832 -5.0506
O -5.964 -3.360 1.440 -2.3139 -2.0815 -0.1002
H -4.555 -2.020 2.732 0.2844 0.3418 -0.1317
H -3.459 -1.582 1.420 -0.1302 -0.0533 0.5337
H -5.018 -3.175 -0.902 0.3080 -0.0183 -0.1688
H -3.752 -2.108 -0.398 -0.2297 -0.2433 -0.0214
N -1.573 -3.847 -4.157 -0.6361 -1.6132 3.7111
C -1.830 -3.638 -5.410 -1.6809 0.7170 -3.2113
N -0.762 -3.034 -5.951 2.0140 1.1791 -1.2548
O -2.870 -3.876 -6.007 0.1334 0.0810 0.4194
H -2.299 -4.382 -3.703 0.6061 -0.1353 0.5450
H -0.615 -3.785 -3.844 -0.6858 -0.3176 0.6019
H -0.773 -2.519 -6.820 0.0795 -0.5687 0.1607
H 0.080 -3.193 -5.415 0.2548 0.5757 -0.9741
N 0.077 0.467 -5.847 -3.3919 -0.8898 -0.4157
C 1.273 0.652 -5.395 3.7559 1.9311 -1.8430
N 1.742 -0.343 -4.632 0.4859 -0.7484 1.1464
O 2.011 1.573 -5.817 -0.6379 -0.2271 1.2931
H -0.377 -0.357 -5.481 -0.7961 0.3542 -0.4963
H -0.389 1.103 -6.479 0.2110 -0.1735 0.1960
H 1.120 -1.102 -4.391 0.5225 0.1386 0.3449
H 2.651 -0.217 -4.211 -0.3089 -0.2689 -0.0438
N 0.998 4.217 -4.348 -3.8258 -2.4714 2.4370
C 1.868 5.176 -4.464 -1.2744 4.9586 -1.1891
N 2.792 4.846 -5.270 5.5273 -3.2705 -2.9008
O 1.705 6.377 -4.236 -0.9374 0.3038 1.6760
H 0.065 4.488 -4.074 0.2439 -0.3573 0.3018
H 1.179 3.245 -4.554 0.0765 0.2514 -0.3396
H 2.915 3.844 -5.285 0.6186 0.0003 -0.9799
H 3.482 5.423 -5.730 -0.3281 0.1660 0.7815
```
Positions in Å, forces in eV/Å.

## Properties
Structure (SMILES)   O=C1c2ccccc2C(=O)c2ccccc21.O=C1c2ccccc2C(=O)c2ccccc21.CC1(C)CCCC(C)(C)N1O.CC1(C)CCCC(C)(C)N1O.CC1(C)CCCC(C)(C)N1O.CC1(C)CCCC(C)(C)N1O.NC(N)=O.NC(N)=O.NC(N)=O.NC(N)=O.NC(N)=O
LUMO energy   -1.29 eV
Kohn-Sham gap   7.12 eV
Total energy   -4440.86958 Ha
Highest occupied orbital energy   -8.4 eV


Here is 10 unconnected molecules or ions with the total composition C23H35F5N4O25S at a distorted geometry from the Open Molecules 2025 dataset. Energies are from wB97M-V/def2-TZVPD.

The geometry in XYZ format:
```
93
Properties=species:S:1:pos:R:3:forces:R:3
O 0.844 1.126 -2.321 -0.4325 -0.1042 -0.0099
C 1.632 1.112 -3.203 0.3718 0.0936 0.0714
O 2.020 2.172 -3.932 -0.1046 -0.3009 -0.1185
C 3.026 1.760 -4.870 -0.1033 0.4494 0.1383
C 3.375 0.349 -4.430 0.2028 0.0435 0.2851
F 4.534 0.334 -3.688 -0.1833 0.0976 -0.0663
O 2.305 -0.006 -3.601 0.1399 -0.1561 -0.1270
H 2.629 1.793 -5.884 -0.1045 -0.0311 0.0459
H 3.840 2.473 -4.764 0.2205 -0.2556 -0.1059
H 3.505 -0.389 -5.215 -0.1477 -0.0180 -0.0688
O 2.753 -3.776 -2.259 -0.0615 -0.3516 -0.0558
C 1.585 -3.872 -2.442 0.1267 0.5514 -0.0452
O 0.944 -4.907 -3.032 -0.0612 -0.0305 0.2411
C -0.458 -4.740 -2.746 0.0940 0.6330 -0.6251
C -0.543 -3.226 -2.726 0.1381 -0.0826 0.4119
F -1.584 -2.775 -1.988 0.2540 0.0498 0.0282
O 0.699 -2.882 -2.114 -0.1533 -0.2472 -0.0765
H -1.083 -5.117 -3.551 0.2207 -0.4785 0.0945
H -0.656 -5.173 -1.769 -0.3841 0.0264 0.0097
H -0.557 -2.745 -3.704 -0.2719 -0.0625 -0.0727
O -4.804 -0.141 -5.129 -0.0864 -0.0659 -0.2024
C -3.805 0.285 -4.666 0.0684 -0.0616 0.2333
O -3.376 0.085 -3.404 -0.1448 0.1374 0.1008
C -2.313 1.013 -3.147 0.0291 -0.0051 -0.6250
C -1.779 1.230 -4.549 0.6514 0.2218 0.5658
F -0.841 0.253 -4.864 -0.1415 -0.1534 -0.1020
O -2.902 1.072 -5.341 -0.0741 -0.1390 -0.2640
H -2.725 1.959 -2.796 0.1052 -0.0802 0.3142
H -1.574 0.575 -2.489 -0.0206 0.0520 0.0474
H -1.276 2.178 -4.716 -0.2778 0.1460 -0.0799
O 4.688 4.927 2.232 0.1283 0.1260 0.0144
C 4.265 3.857 1.953 -0.0108 -0.0839 -0.0082
O 3.288 3.209 2.622 -0.1987 0.0441 -0.2339
C 2.818 2.159 1.757 -0.2788 0.0151 0.2037
C 4.082 1.826 0.987 -0.6987 0.3480 0.3050
F 3.763 1.415 -0.265 0.3505 -0.2013 -0.0376
O 4.714 3.092 0.917 0.1055 0.1038 0.0625
H 2.363 1.365 2.341 0.3589 -0.1123 0.1099
H 2.053 2.553 1.081 0.1517 0.0338 -0.1002
H 4.747 1.134 1.499 0.0397 -0.2862 -0.3727
O -4.760 2.027 2.145 -0.0987 0.2504 -0.2922
C -4.520 0.901 2.411 0.1848 -0.1053 0.5215
O -4.818 0.315 3.596 -0.1969 -0.0464 -0.2004
C -4.569 -1.083 3.468 -0.0623 -0.3601 0.3033
C -3.506 -1.110 2.385 -0.2326 0.2218 0.3637
F -3.584 -2.218 1.608 0.0279 -0.0032 -0.0626
O -3.853 0.030 1.615 0.1450 -0.0388 -0.2144
H -4.269 -1.500 4.426 0.2584 0.2105 -0.0082
H -5.477 -1.607 3.158 0.0486 0.0999 -0.2459
H -2.490 -0.984 2.763 0.0809 -0.1742 -0.1209
C 3.547 -2.552 0.479 -0.3965 -0.9699 0.2066
N 4.368 -1.572 1.214 0.0560 -0.0634 0.0123
O 3.896 -1.090 2.230 0.0234 -0.0050 -0.0053
O 5.472 -1.326 0.783 0.0142 0.1303 0.0162
H 4.046 -2.873 -0.423 0.0260 0.3575 -0.1626
H 2.537 -2.182 0.337 0.1803 0.4155 -0.1887
H 3.431 -3.426 1.124 0.2111 0.1218 0.1529
C -0.745 -0.602 0.008 -0.0403 -1.3186 0.1801
N 0.014 -0.246 1.221 -0.1352 0.9668 0.0567
O 1.156 -0.633 1.338 0.1636 -0.1808 -0.0564
O -0.552 0.453 2.041 -0.0356 -0.0397 -0.0422
H -1.116 0.278 -0.495 0.1521 0.1910 0.1422
H -1.551 -1.237 0.376 -0.1977 0.2080 -0.1538
H -0.110 -1.238 -0.598 0.0928 0.3782 -0.1612
C -1.072 -5.221 2.941 0.3987 -0.1345 -0.5776
N -0.999 -4.289 1.767 0.0020 -0.1092 0.2097
O -1.662 -4.584 0.799 -0.0792 0.0536 -0.1675
O -0.269 -3.320 1.845 -0.0537 0.0011 0.0612
H -0.167 -5.074 3.518 -0.1535 0.0837 0.2312
H -1.099 -6.210 2.494 -0.0728 -0.0711 0.1664
H -1.988 -5.034 3.490 0.0023 0.1988 0.0545
C 1.709 -1.858 4.346 -1.0335 -0.0513 -0.2726
N 0.332 -2.041 4.921 0.0499 -0.3391 0.1361
O 0.230 -2.752 5.902 -0.0362 0.0513 -0.0265
O -0.606 -1.502 4.367 0.1100 0.0654 0.0225
H 2.090 -0.933 4.763 0.2209 -0.0700 0.0151
H 1.539 -1.766 3.280 0.3210 0.1355 -0.0356
H 2.259 -2.750 4.610 0.2714 0.1521 0.1372
O 0.273 3.311 -0.304 0.0136 -0.1530 -0.1566
S -0.972 3.904 -0.734 -0.2736 0.4455 0.6722
O -1.316 3.952 -2.135 -0.0331 -0.2395 0.0127
C -2.284 3.217 0.311 0.5232 0.5024 -1.0903
C -1.916 3.792 1.665 0.0030 0.1408 -0.2636
C -1.535 5.283 1.459 -0.0925 -0.0069 0.0078
C -1.026 5.537 0.023 -0.1333 -0.6964 0.3061
H -2.231 2.141 0.167 -0.1998 -0.0827 0.3647
H -3.197 3.630 -0.123 -0.1737 -0.1798 0.2157
H -2.764 3.745 2.343 0.1459 -0.3140 0.1699
H -1.050 3.240 2.027 -0.1725 -0.0645 0.3031
H -0.832 5.580 2.234 0.1300 0.0737 -0.1341
H -2.427 5.896 1.586 -0.0067 -0.0230 0.1128
H 0.002 5.878 -0.060 -0.1026 0.3849 0.0180
H -1.761 6.148 -0.490 0.3384 0.1348 -0.4192
```
Positions in Å, forces in eV/Å.

## Properties
Structure (SMILES)   O=C1OC[C@@H](F)O1.O=C1OC[C@@H](F)O1.O=C1OC[C@@H](F)O1.O=C1OC[C@@H](F)O1.O=C1OC[C@@H](F)O1.C[N+](=O)[O-].C[N+](=O)[O-].C[N+](=O)[O-].C[N+](=O)[O-].O=S1(=O)CCCC1
LUMO energy   -0.48 eV
Kohn-Sham gap   9.90 eV
Total energy   -3894.66838 Ha
Highest occupied orbital energy   -10.4 eV


Here is C2H2N2O in the gas phase from the Open Molecules 2025 dataset. Energies are from wB97M-V/def2-TZVPD.

The geometry in XYZ format:
```
7
Properties=species:S:1:pos:R:3:forces:R:3
O -1.968 -1.172 -0.468 0.3320 -0.1227 -0.2211
C -0.764 -1.140 -0.528 -0.5294 -0.0476 0.0476
C 0.042 -0.584 0.550 -0.0628 0.4648 0.3072
N 0.365 0.521 0.854 0.3080 -0.5503 -0.3828
N 0.831 1.612 1.188 -0.0628 -0.2943 -0.0976
H -0.185 -1.560 -1.374 -0.1035 0.0747 0.1500
H 1.741 1.638 0.717 0.1184 0.4754 0.1967
```
Positions in Å, forces in eV/Å.

## Properties
LUMO energy   0.06 eV
Kohn-Sham gap   9.66 eV
ΔE to the lowest compared entry with this formula, charge and spin   76.1 kcal/mol
Total energy   -262.04259 Ha
Highest occupied orbital energy   -9.6 eV